# 1
Entry from the Open Molecules 2025 dataset: a structure of composition C19H24ClIN7O6Ti (ωB97M-V/def2-TZVPD).

The geometry in ORCA input format:
```
! RIJCOSX wB97M-V def2-TZVPD def2/J DEFGRID3
* xyz 1 1
Ti 0.2011 -0.2148 0.3484
O -2.0343 1.3927 2.7385
C -3.0442 0.4541 2.4314
C -2.5210 -0.9565 2.1470
N -1.7230 -1.2038 0.9086
C -2.4994 -0.8437 -0.2936
C -2.1901 0.6322 -0.6393
O -2.9053 1.2896 -1.3419
O -1.0725 1.0363 -0.0667
C -1.2725 -2.6117 0.9595
C 0.0679 -2.6270 1.7249
O 0.3406 -3.4491 2.5554
O 0.8192 -1.6078 1.3655
H -1.7132 1.7860 1.9205
H -3.6591 0.3821 3.3288
H -3.6888 0.8117 1.6231
H -1.9142 -1.2614 3.0029
H -3.3952 -1.6156 2.1006
H -2.1771 -1.4347 -1.1516
H -3.5759 -0.9771 -0.1773
H -1.9936 -3.2718 1.4416
H -1.0683 -2.9753 -0.0464
C 4.8844 2.7107 0.3720
N 3.6810 2.2318 -0.2956
C 3.5553 2.4234 -1.7363
C 2.7661 1.4740 0.3311
N 1.7285 0.9565 -0.2482
N 2.9633 1.2471 1.6816
C 1.9454 0.9728 2.5795
N 2.3204 0.9951 3.8749
N 0.7406 0.7827 2.1718
H 5.3464 3.4740 -0.2454
H 5.6150 1.9107 0.5226
H 4.6499 3.1822 1.3272
H 4.2485 3.1963 -2.0515
H 2.5499 2.7562 -1.9954
H 3.7864 1.5066 -2.2849
H 1.5736 1.2039 -1.2227
H 3.8720 1.4455 2.0583
H 3.2807 1.0654 4.1581
H 1.6538 0.7317 4.5784
H 0.0726 0.6665 2.9272
Cl -0.3345 -2.2569 -6.8553
C -0.0796 -1.8957 -5.1886
C 0.2026 -2.9142 -4.3219
C 0.3927 -2.6379 -2.9616
I 0.8336 -4.1869 -1.6170
C 0.2970 -1.3601 -2.4515
O 0.3397 -1.1325 -1.1291
C 0.1185 -0.2816 -3.3766
N 0.2145 0.9774 -2.8887
C -0.0447 1.9787 -3.6937
C -0.3803 1.8147 -5.0489
C -0.3864 0.5571 -5.5803
C -0.1220 -0.5511 -4.7459
H 0.2625 -3.9306 -4.6832
H 0.0181 2.9697 -3.2570
H -0.6056 2.6801 -5.6555
H -0.5849 0.3962 -6.6307
*
```

Its HOMO-LUMO gap is 7.8 eV. As for the HOMO energy: -0.40016 hartree. For the lowest unoccupied orbital energy, the calculation gives -0.11283 hartree.

Atomic partial charges in e from the natural (NBO) method, atoms 1 to 4: atom 1 (Ti): 1.67, atom 2 (O): -0.73, atom 3 (C): -0.09, atom 4 (C): -0.24



# 2
Entry from the Open Molecules 2025 dataset: an isolated molecule of C19H24ClN3O3S (ωB97M-V/def2-TZVPD).

The geometry in ORCA input format:
```
! RIJCOSX wB97M-V def2-TZVPD def2/J DEFGRID3
* xyz 0 1
C -0.2703 -2.0963 -0.1712
C 1.0809 -1.8011 0.3579
C 1.5176 -1.2765 1.5470
N 2.8809 -1.2069 1.5193
C 3.2324 -1.6854 0.3598
C 4.5823 -1.8306 -0.1334
C 4.8291 -2.3612 -1.3995
C 6.1244 -2.4975 -1.8572
C 7.1786 -2.1021 -1.0473
C 6.9498 -1.5713 0.2148
C 5.6543 -1.4366 0.6688
H 5.4462 -1.0277 1.6442
H 7.7826 -1.2688 0.8300
Cl 8.7999 -2.2730 -1.6180
H 6.3207 -2.9076 -2.8355
H 4.0001 -2.6648 -2.0200
O 2.1758 -2.0664 -0.3930
C 0.7167 -0.7778 2.6755
H -0.1841 -1.3716 2.8166
H 1.3096 -0.7306 3.5850
S 0.2154 0.9881 2.3032
O -0.1574 1.0312 0.8876
C -1.4086 0.9039 3.2347
C -2.3119 -0.0306 2.4668
O -2.4038 -1.2165 2.7361
N -2.9573 0.5607 1.4530
C -3.7140 -0.1815 0.4711
H -3.0436 -0.8194 -0.1166
C -4.4290 0.8166 -0.4390
N -3.5184 1.8669 -0.8327
C -2.3975 1.4373 -1.6717
C -2.0684 2.6302 -2.5833
H -2.3286 2.4016 -3.6175
H -1.0124 2.8883 -2.5465
C -2.9560 3.7589 -2.0548
H -2.4499 4.2888 -1.2483
H -3.2380 4.4725 -2.8261
C -4.1475 2.9962 -1.4925
H -4.7269 3.5746 -0.7693
H -4.8220 2.6796 -2.3072
H -1.5510 1.1827 -1.0289
H -2.6628 0.5537 -2.2709
H -4.8573 0.2765 -1.3034
H -5.2503 1.2858 0.1103
H -4.4288 -0.8295 0.9848
H -2.6855 1.4819 1.1324
H -1.8002 1.9175 3.2735
H -1.1907 0.5314 4.2313
H -0.2543 -3.0212 -0.7443
H -0.9766 -2.1850 0.6508
H -0.5944 -1.2875 -0.8266
*
```

Its HOMO-LUMO gap is 8.5 eV. As for the HOMO energy: -0.29548 hartree. For the lowest unoccupied orbital energy, the calculation gives 0.01793 hartree.

Atomic partial charges in e from the natural (NBO) method, atoms 1 to 4: atom 1 (C): -0.67, atom 2 (C): 0.31, atom 3 (C): 0.03, atom 4 (N): -0.45